Record 1
DFT (ωB97M-V with the def2-TZVPD basis set) results for a single C7H14O molecule at a distorted geometry.

Geometry as XYZ:
```
22
Properties=species:S:1:pos:R:3:nbo_charge:R:1
C -0.35106 0.78706 0.31970 0.252
C -0.67448 -0.63258 0.10571 -0.061
C -1.11159 0.05720 1.38683 -0.441
C 1.21946 1.06416 0.70188 -0.413
C 0.25773 -1.80534 0.08305 -0.609
C -1.91167 -0.81755 -0.96600 -0.602
C 2.12550 1.01825 -0.51327 -0.614
O -0.95287 1.85257 -0.37683 -0.703
H -0.65307 1.86982 -1.30126 0.472
H -0.60128 -0.17429 2.31510 0.212
H -2.16357 0.28782 1.51658 0.223
H 1.58889 0.39558 1.48457 0.200
H 1.22286 2.06780 1.13912 0.210
H 0.74330 -1.88308 -0.89406 0.209
H -0.29916 -2.73100 0.25657 0.216
H 1.03097 -1.73629 0.85317 0.213
H -1.50887 -0.78109 -1.98185 0.199
H -2.69787 -0.06530 -0.86168 0.221
H -2.36824 -1.79465 -0.78674 0.205
H 2.26138 -0.00631 -0.87163 0.203
H 3.11921 1.41116 -0.27135 0.213
H 1.72444 1.61606 -1.33761 0.195
```

Computed properties:
SMILES string = CC[C@]1(O)CC1(C)C
Kohn-Sham gap = 0.377 Eh
Charge = 0
LUMO level = 0.86 eV
Energy = -9532.4105 eV



Record 2
DFT (ωB97M-V with the def2-TZVPD basis set) results for 2 unconnected molecules or ions with the total composition C6H12Si at a distorted geometry.

Geometry as XYZ:
```
19
Properties=species:S:1:pos:R:3:nbo_charge:R:1
C 0.89643 -6.95042 -0.26188 -0.940
C 1.93544 -6.13154 -1.16937 -0.912
C 0.56964 4.99952 0.90610 -0.387
C -0.87731 3.85606 0.45223 0.145
C -1.02069 3.62967 -0.99231 -0.708
C -1.57231 3.14822 1.49676 -0.706
Si 2.69183 -7.57625 -0.16615 0.908
H 0.33449 -6.44081 0.55327 0.242
H 0.22012 -7.53060 -0.91760 0.239
H 1.68657 -6.22068 -2.14588 0.226
H 2.22006 -5.07803 -0.95781 0.238
H 0.71388 5.80780 0.17851 0.173
H 0.75479 5.07353 1.91898 0.153
H -1.12429 2.61215 -1.08016 0.213
H -0.16637 3.91727 -1.60111 0.231
H -1.78692 4.22800 -1.42697 0.224
H -2.67687 3.28553 1.28704 0.222
H -1.31070 3.30658 2.44220 0.227
H -1.48780 2.06401 1.48416 0.213
```

Computed properties:
Kohn-Sham gap (alpha / beta) = 0.288 / 0.255 Eh
Charge = 0
LUMO level (alpha / beta) = -0.54 / -0.54 eV
Energy = -14286.2394 eV



Record 3
DFT (ωB97M-V with the def2-TZVPD basis set) results for a single C7H3Cl2N molecule at a distorted geometry.

Geometry as XYZ:
```
13
Properties=species:S:1:pos:R:3:nbo_charge:R:1
C -1.76050 -0.93897 -1.88751 0.226
C -0.79410 -0.46534 -1.04352 -0.096
C -0.18856 -0.33198 0.16151 0.123
C 0.19484 0.66057 -0.88583 0.001
C 0.26512 -0.26985 2.58195 -0.287
C 0.10930 -0.93206 1.44172 -0.274
C 0.99163 1.54249 -1.50063 -0.207
N -2.47663 -1.33847 -2.69233 -0.232
Cl 2.13870 2.45760 -0.65149 0.067
Cl 0.53880 1.72930 -3.16453 0.029
H 0.57295 -0.84301 3.51971 0.207
H -0.02607 0.68245 2.82191 0.203
H 0.43452 -1.95271 1.29903 0.240
```

Computed properties:
SMILES string = C=CC1=C(C#N)C1=C(Cl)Cl
Kohn-Sham gap = 0.280 Eh
Charge = 0
LUMO level = -0.86 eV
Energy = -33837.6180 eV



Record 4
DFT (ωB97M-V with the def2-TZVPD basis set) results for a molecular structure, C26H24BrCoN3O7PS.

Geometry as XYZ:
```
64
Properties=species:S:1:pos:R:3:mulliken_spin:R:1
Co 0.78710 0.84137 -0.08351 1.004
Br 0.16356 2.65232 1.82427 0.019
C -0.94450 1.37832 2.67733 -0.002
C -1.71615 1.81107 3.71147 0.000
C -2.49174 0.87832 4.43187 0.001
C -2.43038 -0.44440 4.11241 -0.001
C -1.61865 -0.90202 3.04073 -0.003
C -1.54050 -2.28224 2.73492 -0.002
C -0.74552 -2.69867 1.70859 -0.002
C -0.05304 -1.76005 0.91159 0.002
C -0.11728 -0.39742 1.10265 -0.044
C -0.87405 0.02390 2.25263 -0.017
H -1.72392 2.85802 3.98168 -0.001
H -3.12008 1.22273 5.24346 0.000
H -3.00408 -1.17371 4.67299 0.000
H -2.11053 -2.98659 3.32993 0.000
H -0.65862 -3.75615 1.48428 0.000
H 0.55159 -2.15346 0.10290 0.001
C 2.66324 -0.73679 3.07376 -0.001
C 3.28053 0.04309 1.96571 0.000
N 2.67258 0.59984 0.93749 0.010
C 3.63464 1.27165 0.22580 0.003
C 4.85090 1.11562 0.82225 -0.003
N 4.60182 0.33960 1.92388 0.001
C 6.23751 1.56605 0.54177 0.000
O 6.43163 2.26495 -0.55040 0.000
O 7.12103 1.26011 1.31737 0.000
C 3.21925 2.06784 -0.96141 0.007
O 4.10760 2.65009 -1.61660 0.000
O 1.98051 2.10045 -1.18422 -0.004
H 1.72752 -1.17381 2.74366 0.000
H 2.45662 -0.08482 3.92537 0.000
H 3.33119 -1.53346 3.40424 0.000
H 5.32312 0.06704 2.57379 0.000
H 5.55840 2.40155 -1.08432 0.000
O -2.91860 0.71669 -4.81122 0.001
S -3.33121 1.52637 -3.68932 0.000
O -4.26602 2.58863 -3.95669 0.000
N -2.05401 2.04311 -2.84936 0.005
C -1.97569 1.47735 -1.64975 0.002
O -1.05021 1.65548 -0.83428 0.003
C -3.12562 0.53560 -1.35444 0.001
C -3.37124 -0.20568 -0.21450 0.000
C -4.49786 -1.02062 -0.18565 0.000
C -5.35908 -1.09019 -1.27915 0.000
C -5.11174 -0.34058 -2.42468 0.000
C -3.98697 0.46117 -2.42799 -0.001
H -2.70144 -0.14602 0.62748 0.000
H -4.70610 -1.61055 0.69890 0.000
H -6.22974 -1.73304 -1.23571 0.000
H -5.77141 -0.38363 -3.28151 0.000
C -0.41344 -1.67573 -2.50380 0.006
P 0.90069 -0.49126 -2.04174 0.009
C 0.96170 0.51199 -3.55866 0.007
C 2.41740 -1.50286 -2.21111 0.003
H -0.17867 -2.14545 -3.46152 0.000
H -1.35229 -1.12912 -2.60988 -0.001
H -0.55365 -2.44374 -1.74501 -0.001
H 1.09049 -0.13090 -4.43284 0.000
H 1.78423 1.22104 -3.48489 -0.001
H 0.03391 1.07836 -3.65911 -0.001
H 2.42318 -2.05875 -3.15138 -0.001
H 2.50994 -2.20203 -1.37794 0.000
H 3.28222 -0.83596 -2.19251 0.000
```

Computed properties:
Kohn-Sham gap (alpha / beta) = 0.279 / 0.293 Eh
Charge = -1
LUMO level (alpha / beta) = 2.25 / 2.25 eV
Energy = -173953.6295 eV
Spin multiplicity = 2



Record 5
DFT (ωB97M-V with the def2-TZVPD basis set) results for 2 unconnected molecules or ions with the total composition C2H2BrCl at a distorted geometry.

Geometry as XYZ:
```
6
Properties=species:S:1:pos:R:3:nbo_charge:R:1
C 0.32915 0.42263 -0.27085 -0.350
C -2.47752 0.75371 0.29293 -0.130
Cl 0.87713 1.84177 -1.09738 -0.014
Br -3.18272 -0.33637 1.51241 0.128
H 0.24296 0.53611 0.85899 0.197
H -0.13746 -0.21985 -0.86868 0.169
```

Computed properties:
Kohn-Sham gap (alpha / beta) = 0.277 / 0.263 Eh
Charge = 0
LUMO level (alpha / beta) = -0.77 / -1.33 eV
Energy = -84664.3873 eV



Record 6
DFT (ωB97M-V with the def2-TZVPD basis set) results for a molecular structure, C30H48LuN2O10S3Si at a distorted geometry.

Geometry as XYZ:
```
95
Properties=species:S:1:pos:R:3:mulliken_charge:R:1
Lu -1.39056 0.47810 1.03189 1.153
C 5.89353 4.93956 3.78547 -1.290
C 4.91793 3.94370 3.30415 0.760
C 4.82920 2.69652 3.93963 -0.530
C 3.76259 1.85827 3.76369 -0.440
C 2.68174 2.28254 2.98663 -0.317
C 2.78821 3.39707 2.17688 -0.560
C 3.91654 4.19891 2.37263 -0.658
S 1.15904 1.32236 3.08820 1.524
O 0.64554 1.22432 1.71140 -0.540
O 1.48243 0.03559 3.62636 -0.882
N 0.19228 2.03783 4.01555 -0.461
C -0.79534 2.98500 4.13831 -0.323
C -2.18322 2.30712 3.70134 0.360
O -3.15382 2.49674 4.43138 -0.736
O -2.20826 1.60103 2.60612 -0.520
H 6.89927 4.97093 3.29259 0.239
H 6.01634 4.78330 4.86812 0.372
H 5.49738 5.99736 3.70762 0.331
H 5.65214 2.45363 4.60100 0.344
H 3.67297 0.82793 4.22054 0.306
H 1.99532 3.55477 1.43374 0.347
H 3.99239 5.14972 1.82239 0.277
H -0.77363 3.86210 3.43771 0.154
H -0.82491 3.24556 5.19599 0.325
O -2.75040 1.73074 -0.13501 -0.582
N -3.80644 1.56237 -0.91629 0.319
C -4.10757 2.44499 -1.87133 -0.088
C -5.19456 2.23461 -2.73561 -0.811
C -6.02719 1.14183 -2.55492 -0.190
C -5.74576 0.26499 -1.51148 -0.826
C -4.60671 0.41994 -0.71704 0.499
S -4.11724 -0.83349 0.33553 -0.487
H -3.41612 3.28282 -2.09141 0.348
H -5.35943 2.87102 -3.55479 0.430
H -6.87894 0.95224 -3.19682 0.389
H -6.44297 -0.54131 -1.28491 0.358
O -1.37756 -1.23806 2.17744 -0.616
S -1.65201 -1.33172 3.70359 0.559
C -3.42710 -1.62939 3.93434 -0.562
C -3.61072 -3.15210 4.06139 -0.627
C -2.34707 -3.91080 3.56321 -0.434
C -1.13599 -3.07559 3.96002 -0.884
H -4.04117 -1.13955 3.21041 0.253
H -3.68773 -1.18182 4.89687 0.438
H -4.53200 -3.48550 3.53225 0.292
H -3.83715 -3.42498 5.10689 0.311
H -2.32243 -4.02757 2.44342 0.166
H -2.29168 -4.92878 3.98903 0.447
H -0.18920 -3.15923 3.42624 0.317
H -1.00304 -3.23406 5.05800 0.395
C 2.37378 0.41987 -4.36913 -1.570
C 1.66938 1.26641 -3.31500 1.755
C 2.69121 1.61693 -2.21188 -1.443
C 1.04127 2.55713 -3.85354 -1.864
O 0.53571 0.55410 -2.80942 0.021
Si 0.38258 -0.77920 -1.88667 -3.099
O -0.59464 -0.46282 -0.62032 3.037
O 1.90989 -1.31018 -1.50879 0.490
C 2.31206 -2.52190 -0.79905 1.644
C 2.98750 -1.99250 0.48344 -1.326
C 3.34736 -3.11232 -1.75432 -1.751
C 1.08464 -3.40600 -0.56150 -1.163
O -0.19857 -1.99899 -2.90183 -0.012
C -1.33467 -2.12084 -3.75941 1.825
C -1.02914 -3.28775 -4.71978 -1.896
C -2.55575 -2.40545 -2.86960 -0.984
C -1.44284 -0.84710 -4.56567 -1.522
H 3.23993 0.91507 -4.76938 0.481
H 1.72581 0.25079 -5.19786 0.390
H 2.60150 -0.58619 -3.93430 0.069
H 3.32763 2.41874 -2.62473 0.562
H 3.30073 0.71733 -1.91139 0.077
H 2.15598 2.04455 -1.37988 0.339
H 1.79589 3.20480 -4.28899 0.420
H 0.60779 3.11497 -3.02404 0.361
H 0.27438 2.38550 -4.60309 0.340
H 3.79792 -1.31050 0.14170 0.288
H 3.38852 -2.80891 1.10211 0.394
H 2.26293 -1.41357 1.07495 0.130
H 4.00365 -2.36271 -2.20683 0.207
H 2.84073 -3.63304 -2.57851 0.341
H 3.97447 -3.86395 -1.24867 0.435
H 0.43911 -2.92007 0.18221 0.055
H 1.51583 -4.37511 -0.26256 0.538
H 0.61458 -3.45011 -1.55301 0.168
H -1.01904 -4.20919 -4.11073 0.312
H -0.11240 -3.09013 -5.24659 0.413
H -1.80644 -3.44434 -5.47008 0.373
H -2.35817 -3.38386 -2.38549 0.263
H -3.52852 -2.37337 -3.39173 0.397
H -2.63477 -1.66769 -2.09953 -0.169
H -0.54654 -0.79237 -5.22135 0.196
H -1.38784 -0.00774 -3.93637 0.363
H -2.41041 -0.78986 -5.12178 0.464
```

Computed properties:
Kohn-Sham gap = 0.259 Eh
Charge = -1
LUMO level = 2.30 eV
Energy = -129358.1172 eV



Record 7
DFT (ωB97M-V with the def2-TZVPD basis set) results for a molecular structure, C33H39BN6NaPS4Sb at a distorted geometry.

Geometry as XYZ:
```
86
Properties=species:S:1:pos:R:3:mulliken_spin:R:1
Na -1.66526 0.66518 -1.57170 0.034
N -3.04900 4.69961 -3.16964 -0.002
C -3.84579 5.33266 -2.17671 0.002
C -4.82375 6.28831 -2.44933 0.003
C -5.25145 7.14224 -1.44025 -0.002
C -4.74575 7.03566 -0.12953 0.004
C -4.02186 5.90862 0.20034 -0.005
C -3.49789 5.12015 -0.81881 -0.015
S -2.51633 3.74843 -0.38202 0.014
N -2.12461 3.01321 -1.80244 0.001
C -2.24122 3.62304 -2.92569 -0.003
C -1.61244 3.13410 -4.15386 0.000
C -1.22660 4.01156 -5.17300 0.002
C -0.87088 3.48465 -6.39172 -0.001
C -0.95342 2.08124 -6.56874 0.001
C -1.31337 1.28205 -5.48779 -0.001
N -1.52869 1.80774 -4.26346 0.001
H -3.37687 4.74910 -4.11675 0.001
H -5.23800 6.36152 -3.48284 0.001
H -6.03693 7.90967 -1.68690 0.000
H -4.93770 7.75606 0.65987 0.001
H -3.74136 5.63251 1.22063 0.016
H -1.26564 5.09272 -4.99763 0.001
H -0.50376 4.08213 -7.17116 0.000
H -0.67751 1.55992 -7.49977 0.000
H -1.49256 0.23097 -5.64495 0.000
S -3.76671 3.24107 2.54033 0.042
Sb -1.70469 2.97217 3.63766 0.642
S 0.29107 2.89236 1.98839 0.088
S -0.82091 1.17188 1.90100 0.109
B -0.28541 -2.92680 -4.02689 0.000
C -0.13463 -1.73895 -3.05655 0.004
N 0.02495 -0.89834 -2.27181 0.003
H 0.65931 -2.96488 -4.73759 0.000
H -0.35053 -4.01034 -3.46187 0.000
H -1.27630 -2.86737 -4.76256 0.000
N -3.44604 -5.12476 0.99058 0.003
C -3.60329 -3.97558 0.99779 -0.001
C -3.86668 -2.59096 0.84394 -0.002
C -4.91759 -2.04493 1.61507 0.012
C -5.06882 -0.66482 1.63969 0.019
C -4.21163 0.11092 0.83858 0.037
N -3.36888 -0.44593 -0.00696 0.002
C -3.09775 -1.76025 0.04366 0.012
H -5.64592 -2.64796 2.04814 0.002
H -5.73384 -0.21652 2.37866 -0.004
H -4.20672 1.20326 0.80712 -0.024
H -2.32057 -2.09950 -0.60249 -0.002
C 5.54645 -1.50288 3.16420 0.000
C 4.08872 -1.06115 3.45794 -0.001
C 4.14671 0.48558 3.27297 0.008
C 3.84500 -1.38130 4.98377 0.001
P 2.85277 -1.55367 2.08616 0.002
C 3.86549 -2.30332 0.83962 0.003
C 4.56256 -3.53306 0.95980 -0.001
C 5.21771 -4.00805 -0.20234 0.000
C 5.27511 -3.31756 -1.35638 0.000
C 4.70163 -2.04179 -1.42923 0.001
C 3.93169 -1.59440 -0.38582 -0.001
C 1.57572 -2.93214 2.55313 0.013
C 0.42973 -2.28690 3.31987 -0.029
C 1.07932 -3.48761 1.24515 -0.030
C 2.23522 -4.05297 3.44366 0.001
H 6.20080 -1.03634 3.91044 0.000
H 5.84157 -1.18334 2.14191 0.000
H 5.74458 -2.58118 3.20407 0.000
H 4.71388 0.97163 4.10220 0.000
H 3.15007 0.91305 3.33833 -0.003
H 4.54477 0.81904 2.29946 0.000
H 4.57545 -0.89163 5.58462 0.000
H 3.88766 -2.45800 5.12127 0.000
H 2.86330 -1.09607 5.34258 0.002
H 4.55153 -4.10063 1.88398 0.000
H 5.68948 -4.97750 -0.23234 0.000
H 5.76005 -3.77239 -2.22411 0.000
H 4.80388 -1.39627 -2.28413 0.000
H 3.33109 -0.71688 -0.55415 0.000
H -0.03297 -1.52860 2.70642 0.013
H 0.80716 -1.85815 4.27621 0.007
H -0.38085 -3.01831 3.60701 -0.003
H 0.67590 -2.63110 0.68163 0.025
H 0.26881 -4.19046 1.46594 0.000
H 1.84266 -3.97355 0.62925 0.000
H 2.01141 -3.95925 4.48880 0.001
H 3.33451 -4.05726 3.39734 0.000
H 1.87158 -5.07237 3.24073 0.000
```

Computed properties:
Kohn-Sham gap (alpha / beta) = 0.070 / 0.136 Eh
Charge = -2
LUMO level (alpha / beta) = 3.14 / 3.13 eV
Energy = -108054.8838 eV
Spin multiplicity = 2



Record 8
DFT (ωB97M-V with the def2-TZVPD basis set) results for 2 unconnected molecules or ions with the total composition C6H10INO2S at a distorted geometry.

Geometry as XYZ:
```
21
Properties=species:S:1:pos:R:3:nbo_charge:R:1
C 1.81763 -1.18416 0.43591 0.242
C 3.22645 -1.22148 -0.10426 -0.108
C 1.55548 -2.61466 0.03154 -0.131
C -2.35365 1.09582 -1.03984 -0.711
C -1.09153 3.23788 -0.39900 -0.461
C -2.01141 2.33197 -0.14062 -0.041
N 1.12043 -0.20906 0.81389 -0.625
O -1.34854 -1.14528 1.25572 -0.882
O 2.87154 -2.56303 -0.65830 -0.537
S -0.31420 0.15855 1.42258 0.785
I -3.13321 2.28682 1.78335 0.062
H 3.35287 -0.53236 -0.92223 0.193
H 4.08426 -1.20344 0.56940 0.196
H 1.52749 -3.48651 0.61546 0.197
H 0.85672 -2.70797 -0.69883 0.190
H -1.56243 0.34556 -1.14060 0.236
H -2.67319 1.35615 -2.05699 0.231
H -3.03943 0.33467 -0.57370 0.245
H -1.33062 -1.65999 2.10408 0.486
H -0.66193 3.23137 -1.41873 0.212
H -0.89273 4.14917 0.12118 0.222
```

Computed properties:
SMILES string = OSN=C1COC1.C=C(C)I
Kohn-Sham gap = 0.327 Eh
Charge = 0
LUMO level = 0.30 eV
Energy = -30900.8574 eV